1 | Formula: C4H10N2
Source: the OMol25 dataset
Level of theory: ωB97M-V with the def2-TZVPD basis set

```
16
Properties=species:S:1:pos:R:3
H -2.19 -2.62 1.80
N -1.45 -1.93 1.79
C -1.04 -1.80 0.58
N 0.27 -1.63 0.24
H -1.83 -1.94 -0.16
H 0.74 -2.30 -0.34
H 0.81 -1.37 1.05
C 1.99 1.73 -0.99
C 0.79 1.57 -0.44
C -0.48 2.11 -1.02
H 2.93 1.40 -0.55
H 2.07 1.79 -2.08
H 0.79 1.27 0.60
H -1.00 2.64 -0.22
H -0.42 2.81 -1.85
H -1.07 1.29 -1.46
```

Computed properties:
SMILES string	[H]/N=C/N.C=CC
HOMO energy	-8.91	eV
gap between HOMO and LUMO	9.88	eV
2S+1	1

2 | Formula: C4H10N2
Source: the OMol25 dataset
Level of theory: ωB97M-V with the def2-TZVPD basis set

```
16
Properties=species:S:1:pos:R:3
C 0.34 -2.18 -0.48
C -0.19 -0.75 -0.90
C -0.03 0.42 0.02
N 1.31 0.91 0.17
C -1.08 1.09 0.54
N -0.89 2.40 1.00
H 1.36 -2.37 -0.80
H -0.37 -2.77 -1.06
H 0.17 -2.39 0.57
H -1.23 -0.81 -1.21
H 0.31 -0.58 -1.87
H 1.67 0.50 1.02
H 1.95 0.58 -0.54
H -2.03 0.61 0.65
H -1.34 2.57 1.90
H 0.05 2.75 0.98
```

Computed properties:
SMILES string	CC/C(N)=C/N
HOMO energy	-7.48	eV
gap between HOMO and LUMO	8.52	eV
2S+1	1

3 | Formula: C4H10N2
Source: the OMol25 dataset
Level of theory: ωB97M-V with the def2-TZVPD basis set

```
16
Properties=species:S:1:pos:R:3
C 0.00 -1.83 -0.31
C 1.02 -0.73 0.09
C -0.75 1.20 -0.33
C 0.25 0.50 0.64
N -0.18 0.21 1.92
N -0.34 0.95 -1.67
H 0.49 -2.77 -0.51
H -0.55 -1.38 -1.13
H -0.59 -1.92 0.62
H 1.69 -0.41 -0.72
H 1.69 -0.94 0.93
H 1.07 1.24 0.76
H -0.72 0.98 2.33
H -0.80 2.27 -0.11
H -0.51 1.81 -2.19
H -1.77 0.80 -0.30
```

Computed properties:
HOMO energy	-7.64	eV
gap between HOMO and LUMO	4.99	eV
2S+1	1

Result of the stability comparison: 3 is the least stable of them.

1 | Formula: C4H10N2
Source: the OMol25 dataset
Level of theory: ωB97M-V with the def2-TZVPD basis set

```
16
Properties=species:S:1:pos:R:3
C -1.53 1.61 -0.79
C 0.04 0.27 1.43
N -0.41 0.70 -0.98
C 0.00 -0.10 -0.02
N 1.86 -1.84 -0.13
C 0.73 -1.17 -0.70
H 0.53 -0.20 -1.70
H 2.34 -1.31 0.59
H 1.73 -2.75 0.29
H 0.04 -1.86 -1.21
H -2.49 1.09 -0.74
H -1.58 2.30 -1.63
H -1.42 2.19 0.13
H 0.22 1.33 1.60
H -0.92 0.01 1.90
H 0.84 -0.28 1.95
```

Computed properties:
HOMO energy	-7.69	eV
gap between HOMO and LUMO	8.56	eV
2S+1	1

2 | Formula: C4H10N2
Source: the OMol25 dataset
Level of theory: ωB97M-V with the def2-TZVPD basis set

```
16
Properties=species:S:1:pos:R:3
C 1.56 1.69 -0.85
C 0.52 1.26 -1.60
N 0.16 -0.08 -1.76
H 2.60 1.30 -0.98
H 1.70 2.75 -0.66
H -0.25 1.95 -1.91
H 0.31 -0.75 -1.01
H -0.75 -0.12 -2.20
C -1.84 -0.87 1.50
C -0.57 -0.56 1.19
N 0.41 -1.55 1.07
H -2.27 -1.82 1.81
H -2.56 -0.04 1.46
H -0.41 0.57 1.00
H 0.12 -2.45 1.42
H 1.27 -1.28 1.51
```

Computed properties:
SMILES string	C=CN.C=CN
HOMO energy	-8.05	eV
gap between HOMO and LUMO	9.12	eV
2S+1	1

3 | Formula: C4H10N2
Source: the OMol25 dataset
Level of theory: ωB97M-V with the def2-TZVPD basis set

```
16
Properties=species:S:1:pos:R:3
C -1.18 1.78 0.28
C -1.15 0.49 -0.54
C -0.03 -0.48 -0.18
N -0.38 -1.85 -0.13
C 1.23 -0.10 -0.02
N 2.25 -1.01 0.29
H -2.01 1.73 0.98
H -0.23 1.95 0.76
H -1.40 2.66 -0.33
H -2.08 -0.07 -0.42
H -1.10 0.60 -1.63
H -1.31 -2.04 0.19
H 0.32 -2.31 0.47
H 1.46 0.95 -0.11
H 2.56 -1.70 -0.37
H 3.05 -0.61 0.76
```

Computed properties:
SMILES string	CC/C(N)=C/N
HOMO energy	-7.39	eV
gap between HOMO and LUMO	8.55	eV
2S+1	1

Result of the stability comparison: 1 is the least stable of them.

1 | Formula: C4H10N2
Source: the OMol25 dataset
Level of theory: ωB97M-V with the def2-TZVPD basis set

```
16
Properties=species:S:1:pos:R:3
N -0.73 -1.48 -2.43
C -0.57 -1.55 -1.01
C -0.34 -0.49 -0.28
C 0.56 -0.20 0.78
C 0.02 1.08 1.61
N 0.30 2.25 0.77
H 0.29 -1.33 -2.72
H -1.16 -2.33 -2.69
H -0.24 -2.61 -0.83
H -0.86 0.45 -0.68
H 0.75 -1.20 1.46
H 1.68 -0.23 0.49
H -1.02 0.82 1.64
H 0.54 1.38 2.53
H 1.16 2.69 0.99
H -0.38 2.76 0.36
```

Computed properties:
SMILES string	N/C=C/CCN
HOMO energy	-8.27	eV
gap between HOMO and LUMO	9.45	eV
2S+1	1

2 | Formula: C4H10N2
Source: the OMol25 dataset
Level of theory: ωB97M-V with the def2-TZVPD basis set

```
16
Properties=species:S:1:pos:R:3
N -0.01 -1.03 -1.83
C 0.49 0.14 -1.10
C -0.01 0.33 0.34
N 0.17 1.61 1.11
C -1.17 -0.51 0.94
C 0.30 -0.96 1.29
H -0.99 -0.80 -2.09
H 0.55 -1.01 -2.80
H 1.61 0.09 -1.24
H 0.14 0.95 -1.68
H 1.20 1.80 1.22
H -0.19 2.55 0.90
H -1.55 0.29 1.60
H -1.95 -1.09 0.37
H 0.60 -1.80 0.74
H 0.81 -0.58 2.24
```

Computed properties:
SMILES string	NCC1(N)CC1
HOMO energy	-8.88	eV
gap between HOMO and LUMO	9.88	eV
2S+1	1

3 | Formula: C4H10N2
Source: the OMol25 dataset
Level of theory: ωB97M-V with the def2-TZVPD basis set

```
16
Properties=species:S:1:pos:R:3
C 2.95 1.22 -1.33
C 3.09 0.27 -0.40
N 2.07 -0.28 0.37
H 2.07 1.84 -1.43
H 3.59 1.15 -2.26
H 4.10 -0.09 -0.17
H 1.21 0.18 0.63
H 2.55 -0.88 1.03
C -1.81 -1.38 0.36
C -2.64 -0.42 0.80
N -3.46 0.50 0.12
H -2.11 -2.08 -0.43
H -0.75 -1.46 0.63
H -2.18 -0.10 1.74
H -4.44 0.31 -0.03
H -3.34 1.50 0.18
```

Computed properties:
SMILES string	C=CN.C=CN
HOMO energy	-8.05	eV
gap between HOMO and LUMO	8.86	eV
2S+1	1

4 | Formula: C4H10N2
Source: the OMol25 dataset
Level of theory: ωB97M-V with the def2-TZVPD basis set

```
16
Properties=species:S:1:pos:R:3
C -0.05 -1.05 -1.43
C -0.97 -0.33 -0.41
C -0.31 -0.27 0.95
C 0.70 0.81 0.95
N 0.20 2.16 0.93
N 1.37 -0.93 -1.18
H -0.36 -2.07 -1.32
H -0.32 -0.70 -2.36
H -1.95 -0.76 -0.38
H -1.13 0.73 -0.79
H -1.04 0.05 1.72
H 0.06 -1.29 1.22
H 1.37 0.73 1.79
H 1.26 0.78 0.00
H 1.59 -0.04 -1.43
H -0.42 2.17 1.73
```

Computed properties:
HOMO energy	-7.33	eV
gap between HOMO and LUMO	4.19	eV
2S+1	1

Result of the stability comparison: 4 is the least stable of them.